A) {
  "formula": "C9H16",
  "method": "ωB97M-V/def2-TZVPD",
  "homo_ev": -8.442,
  "multiplicity": 1,
  "gap_ev": 9.4,
  "smiles": "C=C(C)/C(=C/C)CCC",
  "charge": 0,
  "lumo_ev": 0.93,
  "symbols": ["C", "C", "C", "C", "C", "C", "C", "C", "C", "H", "H", "H", "H", "H", "H", "H", "H", "H", "H", "H", "H", "H", "H", "H", "H"],
  "positions_angstrom": [[-0.9837, 0.8473, 2.3890], [0.0183, 0.2559, 1.7148], [0.6671, -0.7981, 2.6664], [0.4144, 0.4515, 0.3515], [1.5583, -0.1248, -0.0676], [2.1135, -0.2364, -1.5619], [-0.4250, 1.2135, -0.6126], [-1.6292, 0.4922, -1.1628], [-1.2937, -0.8220, -1.9526], [-1.6693, 1.4765, 1.6910], [-1.3831, 0.6306, 3.3628], [0.6333, -1.7113, 2.0985], [0.0112, -0.8161, 3.5431], [1.7418, -0.6185, 3.0842], [2.2077, -0.7182, 0.5304], [1.8328, 0.5095, -2.2651], [3.3176, -0.4362, -1.5417], [1.6243, -1.1852, -2.0141], [-0.6988, 2.2851, -0.2965], [0.2656, 1.4874, -1.4981], [-2.3338, 1.1169, -1.7327], [-2.3966, 0.1722, -0.3052], [-0.9715, -0.5482, -2.9348], [-2.1549, -1.4834, -2.0270], [-0.4663, -1.4401, -1.4590]]
}

---

B) {
  "formula": "C9H16",
  "method": "ωB97M-V/def2-TZVPD",
  "homo_ev": -9.054,
  "multiplicity": 1,
  "gap_ev": 10.1,
  "smiles": "CCC1([C@@H]2C[C@@H]2C)CC1",
  "charge": 0,
  "lumo_ev": 1.05,
  "symbols": ["C", "C", "C", "C", "C", "C", "C", "C", "C", "H", "H", "H", "H", "H", "H", "H", "H", "H", "H", "H", "H", "H", "H", "H", "H"],
  "positions_angstrom": [[1.8889, 1.7269, 0.1576], [1.2892, 0.4559, 0.8579], [0.6241, -0.4497, -0.1408], [-0.5716, -0.0507, -0.9561], [-1.4552, 1.2226, -0.8747], [-1.9931, -0.0908, -0.4116], [-2.4151, -0.3180, 1.0107], [0.7052, -1.9462, 0.2216], [1.6262, -1.3388, -0.8506], [1.4485, 1.9413, -0.8026], [1.6805, 2.6007, 0.7777], [3.0330, 1.5617, 0.1304], [0.5602, 0.7403, 1.6639], [2.0964, -0.0828, 1.4726], [-0.4868, -0.3559, -2.0339], [-1.0376, 1.9294, -0.1988], [-1.8438, 1.6195, -1.8089], [-2.7068, -0.5852, -1.0437], [-1.6646, -0.0765, 1.7651], [-2.5501, -1.3774, 1.2813], [-3.3814, 0.1576, 1.2862], [-0.0665, -2.5439, -0.2177], [1.0921, -2.1810, 1.1931], [2.6495, -1.0807, -0.5406], [1.4787, -1.4785, -1.9381]]
}

---

B) takes first place; second place is 27.3 kJ/mol up.

---

A) {
  "formula": "C2H4ClN2",
  "method": "ωB97M-V/def2-TZVPD",
  "homo_ev": [-14.332, -15.286],
  "multiplicity": 1,
  "gap_ev": [9.7, 8.5],
  "charge": 1,
  "lumo_ev": [-4.67, -6.81],
  "symbols": ["C", "C", "N", "N", "Cl", "H", "H", "H", "H"],
  "positions_angstrom": [[-1.5607, -0.7479, 0.8629], [0.8261, -0.9612, 0.2470], [-0.3217, -0.8905, 0.5566], [0.9514, 1.5310, -1.3079], [2.3084, -1.4307, 0.2875], [-2.2139, -1.5598, 0.6948], [-1.7488, -0.1863, 1.7930], [0.4033, 2.3471, -0.9390], [1.3558, 1.8983, -2.1949]]
}

---

B) {
  "formula": "C2H4ClN2",
  "method": "ωB97M-V/def2-TZVPD",
  "homo_ev": -15.657,
  "multiplicity": 1,
  "gap_ev": 9.8,
  "charge": 1,
  "lumo_ev": -5.82,
  "symbols": ["C", "C", "N", "N", "Cl", "H", "H", "H", "H"],
  "positions_angstrom": [[-0.5678, -0.8772, -0.1292], [1.1347, 0.5333, 0.8720], [0.5394, -0.3172, 0.2207], [2.0002, 1.1787, 1.3647], [-1.1927, -0.3179, -2.4077], [-0.5996, -1.8726, -0.4621], [-1.4682, -0.3544, 0.2904], [2.4696, 1.9285, 1.9951], [-2.3156, 0.0989, -1.7439]]
}

---

B) takes first place; second place is 274.6 kJ/mol up.

---

A) {
  "formula": "C3H5NOS2",
  "method": "ωB97M-V/def2-TZVPD",
  "homo_ev": -8.656,
  "multiplicity": 1,
  "gap_ev": 8.1,
  "smiles": "CC(=S)S/C=N/O",
  "charge": 0,
  "lumo_ev": -0.59,
  "symbols": ["C", "C", "S", "S", "C", "N", "O", "H", "H", "H", "H", "H"],
  "positions_angstrom": [[-1.6354, 1.1437, 0.2797], [-1.6972, -0.3673, 0.1073], [-3.0150, -1.2161, -0.3902], [-0.3196, -1.3800, 0.5143], [1.0982, -0.5831, -0.1334], [2.2673, -1.0313, 0.2554], [3.2739, -0.4245, -0.4964], [-0.6346, 1.5037, 0.0305], [-2.3852, 1.6446, -0.3549], [-2.0109, 1.2921, 1.2287], [0.9901, 0.1487, -0.9529], [4.0683, -0.7304, -0.0881]]
}

---

B) {
  "formula": "C3H5NOS2",
  "method": "ωB97M-V/def2-TZVPD",
  "homo_ev": -8.715,
  "multiplicity": 1,
  "gap_ev": 7.8,
  "charge": 0,
  "lumo_ev": -0.88,
  "symbols": ["C", "C", "C", "N", "O", "S", "S", "H", "H", "H", "H", "H"],
  "positions_angstrom": [[0.2685, -0.2937, -0.0219], [-1.9036, 1.4292, 0.3644], [1.5544, -0.9005, -0.1725], [-1.7169, -1.2491, 0.6677], [-3.3346, -0.2763, -1.2108], [-0.1500, 1.2413, -0.0735], [-2.8334, -0.2883, 0.1916], [-1.9220, 1.7538, 1.4225], [-2.2613, 2.3535, -0.2293], [1.6128, -1.6492, -1.0359], [1.9567, -1.1144, 0.8713], [2.2274, -0.1216, -0.4059]]
}

---

A) takes first place; second place is 354.1 kJ/mol up.

---

A) {
  "formula": "C3H5NOS2",
  "method": "ωB97M-V/def2-TZVPD",
  "homo_ev": -8.482,
  "multiplicity": 1,
  "gap_ev": 8.7,
  "charge": 0,
  "lumo_ev": 0.25,
  "symbols": ["C", "C", "C", "N", "O", "S", "S", "H", "H", "H", "H", "H"],
  "positions_angstrom": [[0.7726, -0.6537, -0.7800], [-0.6957, 0.4541, 0.6625], [-0.5602, 1.4089, -0.5518], [0.1383, -0.6927, 0.3428], [0.2625, -1.5927, 1.2473], [2.0668, -2.1626, -0.7337], [0.3462, 0.4742, -1.9702], [-0.2681, 0.8541, 1.6076], [-1.7959, 0.1992, 0.8026], [-1.4783, 1.6062, -0.9702], [0.1109, 2.2847, -0.4038], [1.1008, -2.1797, 0.7469]]
}

---

B) {
  "formula": "C3H5NOS2",
  "method": "ωB97M-V/def2-TZVPD",
  "homo_ev": -9.139,
  "multiplicity": 1,
  "gap_ev": 9.0,
  "smiles": "O=C(CS)NC=S",
  "charge": 0,
  "lumo_ev": -0.14,
  "symbols": ["O", "C", "C", "S", "N", "C", "S", "H", "H", "H", "H", "H"],
  "positions_angstrom": [[-0.3685, -0.7241, 1.7062], [-0.1457, -0.3522, 0.5694], [0.8992, -0.7997, -0.2402], [1.6834, -2.2801, 0.3813], [-1.1786, 0.5159, 0.1196], [-1.1287, 1.4354, -0.8749], [-0.1188, 1.7810, -2.1143], [0.5623, -0.9866, -1.2509], [1.5300, 0.2167, -0.3944], [2.0648, -1.7025, 1.6842], [-1.6781, 0.8677, 1.0015], [-2.1213, 2.0285, -0.5876]]
}

---

B) takes first place; second place is 173.5 kJ/mol up.

---

A) {
  "formula": "C2H3N5O",
  "method": "ωB97M-V/def2-TZVPD",
  "homo_ev": -9.738,
  "multiplicity": 1,
  "gap_ev": 9.0,
  "smiles": "[H]/N=c1/[nH]/c(=N\\[H])nno1",
  "charge": 0,
  "lumo_ev": -0.76,
  "symbols": ["H", "N", "C", "N", "C", "N", "H", "N", "N", "O", "H"],
  "positions_angstrom": [[-1.2452, 1.7267, 2.3297], [-0.5005, 1.1232, 1.9333], [-0.4324, 0.9200, 0.5970], [0.5274, -0.0794, 0.2533], [0.5049, -0.8614, -0.8454], [1.2701, -1.8123, -1.2091], [2.0162, -1.8897, -0.4209], [-0.7116, -0.6554, -1.7121], [-1.3744, 0.3456, -1.5434], [-1.1656, 1.4788, -0.3745], [1.1110, -0.2960, 0.9920]]
}

---

B) {
  "formula": "C2H3N5O",
  "method": "ωB97M-V/def2-TZVPD",
  "homo_ev": -9.449,
  "multiplicity": 1,
  "gap_ev": 9.1,
  "smiles": "Nc1nnnc(O)n1",
  "charge": 0,
  "lumo_ev": -0.34,
  "symbols": ["N", "C", "N", "N", "N", "C", "O", "N", "H", "H", "H"],
  "positions_angstrom": [[-2.1262, -0.5727, 0.2113], [-0.8668, -0.0849, -0.1339], [-0.8149, 1.3114, -0.5149], [0.3855, 1.8008, -0.1212], [1.5060, 1.0598, 0.5287], [1.2649, -0.2987, -0.0065], [2.4399, -0.7601, -0.2959], [0.2114, -0.9638, -0.3006], [-3.0056, 0.0852, -0.2964], [-2.0758, -1.5910, 0.8099], [3.0816, 0.0140, 0.1196]]
}

---

C) {
  "formula": "C2H3N5O",
  "method": "ωB97M-V/def2-TZVPD",
  "homo_ev": -9.315,
  "multiplicity": 1,
  "gap_ev": 9.0,
  "smiles": "N/N=c1\\cnonn1",
  "charge": 0,
  "lumo_ev": -0.30,
  "symbols": ["N", "N", "C", "C", "N", "O", "N", "N", "H", "H", "H"],
  "positions_angstrom": [[2.6579, 0.2308, 0.1666], [1.6764, -0.6020, -0.0709], [0.5154, -0.1751, -0.0271], [-0.0796, 1.2127, -0.3106], [-1.3713, 1.2655, -0.0950], [-1.9887, 0.1899, 0.4744], [-1.5581, -1.1631, -0.0003], [-0.3961, -1.2555, -0.3243], [3.4622, -0.2092, 0.7490], [2.2858, 1.1636, 0.5157], [0.4853, 1.9713, -0.7665]]
}

---

A) takes first place; second place is 125.3 kJ/mol up.

---

A) {
  "formula": "C6H29N2O7",
  "method": "ωB97M-V/def2-TZVPD",
  "homo_ev": -10.953,
  "multiplicity": 1,
  "gap_ev": 8.4,
  "charge": 1,
  "lumo_ev": -2.60,
  "symbols": ["C", "C", "C", "C", "C", "C", "N", "N", "H", "H", "H", "H", "H", "H", "H", "H", "H", "H", "H", "H", "H", "H", "H", "H", "H", "O", "H", "H", "O", "H", "H", "O", "H", "H", "O", "H", "H", "O", "H", "H", "O", "H", "H", "O"],
  "positions_angstrom": [[1.4627, 2.0257, -2.5276], [0.8478, 0.7568, -1.9542], [-0.6221, 0.8556, -1.4762], [-0.8540, 1.1179, -0.0619], [-1.3360, 0.1204, 0.7663], [-1.3819, 3.5888, -0.1937], [-0.6970, 2.3961, 0.3497], [1.7171, 0.4205, -0.6803], [1.9510, 1.6771, -3.5742], [0.7966, 2.7826, -2.7592], [2.3558, 2.4552, -2.0979], [1.0034, -0.0563, -2.6165], [-1.1206, 1.5981, -2.0651], [-1.0119, -0.1711, -1.7197], [-1.6467, 0.2444, 1.7850], [-1.3996, -0.8510, 0.3679], [-1.9537, 4.0358, 0.6636], [-2.0345, 3.2607, -1.0440], [-0.6044, 4.2797, -0.5818], [-0.7886, 2.7257, 1.3816], [2.7335, 0.3555, -0.9921], [1.4003, -0.5250, -0.3486], [1.6776, 1.1931, 0.0467], [0.6452, -2.2430, 1.8867], [-0.0801, -2.9148, 3.0226], [0.5956, -2.1602, 2.8219], [2.5636, 2.3904, 2.5377], [1.7418, 1.0346, 2.7447], [1.9146, 1.8482, 2.0996], [-0.5993, -4.1704, 0.5099], [-1.6672, -3.0142, 0.6075], [-0.7523, -3.2807, 0.6511], [2.6786, -2.9029, -0.9890], [1.3644, -2.4336, -1.7198], [2.3049, -2.1706, -1.3670], [0.3893, -0.5276, 3.1659], [0.9635, -0.4907, 4.4704], [0.5562, 0.1138, 3.8646], [-3.8756, -1.9326, 1.0030], [-3.0719, -2.4235, 2.0178], [-3.3357, -2.6495, 1.1867], [-0.8511, -1.6336, -3.6739], [-1.2143, -2.7916, -2.7389], [-0.7651, -1.9337, -2.7692]]
}

---

B) {
  "formula": "C6H29N2O7",
  "method": "ωB97M-V/def2-TZVPD",
  "homo_ev": -12.318,
  "multiplicity": 1,
  "gap_ev": 9.9,
  "charge": 1,
  "lumo_ev": -2.40,
  "symbols": ["N", "C", "C", "C", "C", "C", "N", "C", "H", "H", "H", "H", "H", "H", "H", "H", "H", "H", "H", "H", "H", "H", "H", "H", "H", "O", "H", "H", "O", "H", "H", "O", "H", "H", "O", "H", "H", "O", "H", "H", "O", "H", "H", "O"],
  "positions_angstrom": [[0.9778, 0.0845, 0.3645], [0.4968, -0.4417, -1.0941], [1.6977, -0.4753, -2.0233], [2.7090, -1.4898, -1.7906], [2.9183, -2.4114, -0.8137], [-0.5456, 0.5980, -1.4862], [-1.6110, -0.0559, -2.2439], [-1.3243, 0.1091, -3.6805], [0.4522, 0.8778, 0.6527], [0.3957, -0.6083, 1.0002], [1.9161, 0.0665, 0.6619], [-0.0029, -1.3886, -0.9463], [2.1419, 0.4664, -1.9321], [1.2119, -0.5822, -3.0623], [3.5238, -1.2200, -2.5079], [3.8353, -2.6743, -0.6288], [2.0826, -2.8026, -0.1319], [-0.9026, 1.1534, -0.6340], [-0.0508, 1.4875, -2.1152], [-2.5876, 0.3457, -1.9143], [-0.6297, -0.7215, -4.2332], [-2.3055, 0.3168, -4.1944], [-0.7612, 1.1343, -3.7100], [-1.7952, 3.1034, 2.5472], [-2.4212, 2.7948, 1.0679], [-1.8107, 2.5412, 1.7632], [-2.3285, -1.5758, 3.9501], [-3.5586, -2.0407, 3.0908], [-2.6898, -1.6155, 3.0229], [-0.3388, -2.3659, 4.4308], [1.1375, -1.9841, 3.8826], [0.1693, -1.9584, 3.5994], [2.5734, -2.4810, 1.3265], [2.9377, -1.5516, 2.6286], [2.3572, -1.6862, 1.9400], [1.2759, 2.9037, 1.5567], [1.6832, 2.8723, 0.0619], [1.1222, 2.4938, 0.7160], [-0.8302, -0.4160, 2.9425], [-1.2739, 0.8523, 2.1868], [-0.5846, 0.3594, 2.4091], [-2.9963, 3.4333, -2.5544], [-2.8695, 1.8907, -2.1510], [-3.3971, 2.6617, -1.9543]]
}

---

A) takes first place; second place is 253.5 kJ/mol up.